C30H46BeBrN3P2 as an isolated structure. Source: the Open Molecules 2025 dataset; level of theory: ωB97M-V/def2-TZVPD.

Results
Net charge: +2
Frontier orbital gap (eV): 4.76
Spin multiplicity: 1

Element x y z (Å)
N -5.41 3.95 -3.41
C -5.29 4.29 -2.12
C -4.58 3.49 -1.20
C -3.90 2.32 -1.64
C -4.06 1.99 -3.02
C -4.82 2.84 -3.85
C -3.01 1.61 -0.72
Be -1.41 0.24 0.38
P 2.65 0.04 0.51
C -1.89 0.83 -1.18
C -0.66 1.54 -1.71
C -0.12 1.42 -3.01
C 1.07 2.11 -3.34
C 1.85 2.83 -2.40
C 1.28 2.95 -1.10
C 0.05 2.34 -0.83
Br 3.61 3.32 -2.63
H -3.33 1.76 0.33
H -2.20 -0.11 -1.65
H -4.53 3.82 -0.16
H -3.62 1.09 -3.45
H -5.77 5.22 -1.80
H -4.95 2.61 -4.92
H -0.65 0.77 -3.72
H -0.39 2.46 0.16
H 1.44 2.03 -4.36
H 1.81 3.45 -0.28
P -0.96 -1.84 -0.03
C 3.97 1.29 0.99
C 5.44 1.22 0.53
H 3.96 1.24 2.09
H 3.59 2.28 0.72
H 5.99 2.08 0.93
H 5.96 0.34 0.91
H 5.55 1.27 -0.57
C 3.55 -0.75 -0.96
C 4.58 -1.84 -0.71
H 3.99 0.10 -1.51
H 2.76 -1.15 -1.62
H 4.81 -2.35 -1.66
H 5.54 -1.45 -0.34
H 4.21 -2.60 -0.02
C 2.83 -1.21 1.94
C 4.16 -1.60 2.57
H 2.33 -2.10 1.53
H 2.19 -0.84 2.75
H 3.97 -2.41 3.27
H 4.91 -1.97 1.88
H 4.59 -0.78 3.15
C -0.30 -3.09 1.16
C -1.18 -4.28 1.54
H 0.08 -2.59 2.07
H 0.61 -3.50 0.68
H -2.07 -4.01 2.13
H -1.52 -4.84 0.66
H -0.59 -4.98 2.15
C 0.09 -2.35 -1.48
C -0.49 -2.28 -2.87
H 0.34 -3.39 -1.26
H 1.02 -1.77 -1.39
H -1.34 -2.94 -2.96
H -0.78 -1.27 -3.16
H 0.27 -2.62 -3.57
C -2.60 -2.44 -0.60
C -3.75 -2.02 0.32
H -2.55 -3.53 -0.71
H -2.80 -2.04 -1.60
H -4.21 -1.08 -0.02
H -4.54 -2.78 0.34
H -3.42 -1.86 1.35
N -2.22 -0.89 2.80
C -1.71 0.38 2.96
C -1.49 0.92 4.22
C -0.57 1.95 4.35
C 0.27 2.22 3.26
C 0.06 1.55 2.07
N -1.09 0.89 1.84
H -1.51 -1.52 2.41
H -2.64 -1.27 3.64
H -1.92 0.40 5.07
H -0.43 2.48 5.29
H 1.10 2.92 3.30
H 0.83 1.53 1.29